Entry from OMol25: a single C3H7NO2 molecule at a distorted geometry (ωB97M-V/def2-TZVPD).

Results
Charge: 0
Spin multiplicity: 1
Energy in Eh: -323.70564
Energy above the lowest of the compared OMol25 structures with the same formula, charge and spin in kJ/mol: 197.8

Each line ends with the Mulliken charge.
Element x y z (Å)
C 2.10 0.15 0.27  -0.728
N 0.66 0.28 0.59  -0.327
C -0.38 -0.58 0.02  -0.341
C -1.76 0.00 0.06  0.490
O -2.70 -0.53 -0.77  -0.450
O -2.00 1.13 0.63  -0.576
H 2.46 0.82 -0.59  0.239
H 2.24 -0.85 -0.19  0.308
H 2.74 0.34 1.17  0.249
H 0.35 1.30 0.33  0.230
H -0.41 -1.43 0.72  0.245
H -0.25 -0.88 -1.04  0.309
H -3.06 0.26 -1.21  0.351